[1]
C5H9NS in the gas phase. Source: the Open Molecules 2025 dataset; level of theory: ωB97M-V/def2-TZVPD.

Calculated values
E: -648.7442 Eh
Energy relative to the best compared isomer or geometry (same formula, charge and spin): 68.38 kcal per mole
Spin multiplicity: 1
Kohn-Sham gap: 8.382 eV

```
16
C5H9NS, DFT ωB97M-V/def2-TZVPD
C -0.391 -0.610 -1.196
C -0.918 0.943 0.689
C 0.816 -1.215 -0.407
C 0.256 0.221 1.495
C -0.626 0.804 -0.791
N 1.325 -0.142 0.513
S 1.802 1.246 -0.416
H -0.471 -0.684 -2.294
H -1.244 -1.141 -0.902
H -1.703 0.255 0.846
H -0.892 2.033 1.048
H 0.733 -2.077 0.246
H 1.648 -1.407 -1.129
H 0.743 0.920 2.092
H -0.090 -0.704 1.746
H -0.988 1.559 -1.541
```

How is the electron density shared among the atoms? According to Löwdin, the charges in e are: atom 1 (C): -0.22, atom 2 (C): -0.19, atom 3 (C): -0.23, atom 4 (C): -0.21, atom 5 (C): -0.19, atom 6 (N): -0.57, atom 7 (S): 0.70, atom 8 (H): 0.12, atom 9 (H): 0.09, atom 10 (H): 0.09, atom 11 (H): 0.13, atom 12 (H): 0.11, atom 13 (H): 0.11, atom 14 (H): 0.08, atom 15 (H): 0.07, atom 16 (H): 0.11

***

[2]
C5H7BO2S in the gas phase. Source: the Open Molecules 2025 dataset; level of theory: ωB97M-V/def2-TZVPD.

Calculated values
E: -768.1389 Eh
Energy relative to the best compared isomer or geometry (same formula, charge and spin): 129.55 kcal per mole
Spin multiplicity: 1
Kohn-Sham gap (alpha / beta): 7.217 / 6.926 eV

```
16
C5H7BO2S, DFT ωB97M-V/def2-TZVPD
B -1.066 -1.004 0.639
C 1.688 -0.164 -0.134
C 2.350 0.783 -0.822
C 0.273 -0.040 0.043
C -2.748 -1.100 0.885
C 1.483 1.948 -1.152
O -0.730 -2.272 1.094
O -3.735 -0.191 0.864
S -0.271 1.457 -0.700
H 1.920 -1.184 0.291
H 3.393 0.682 -1.019
H -3.070 -1.971 1.421
H 1.884 2.819 -0.484
H 1.753 2.268 -2.174
H 0.206 -2.488 0.975
H -3.330 0.455 0.272
```

How is the electron density shared among the atoms? According to Löwdin, the charges in e are: atom 1 (B): -0.33, atom 2 (C): -0.20, atom 3 (C): -0.17, atom 4 (C): -0.42, atom 5 (C): -0.05, atom 6 (C): -0.43, atom 7 (O): 0.05, atom 8 (O): 0.00, atom 9 (S): 0.89, atom 10 (H): 0.12, atom 11 (H): 0.10, atom 12 (H): 0.08, atom 13 (H): 0.11, atom 14 (H): 0.08, atom 15 (H): 0.08, atom 16 (H): 0.09

***

[3]
A molecular structure, C20H17AlBrCaClF11MgN4NaO18PS2. Source: the Open Molecules 2025 dataset; level of theory: ωB97M-V/def2-TZVPD.

Calculated values
E: -8897.6478 Eh
Energy relative to the best compared isomer or geometry (same formula, charge and spin): 0.00 kcal per mole
Spin multiplicity: 1
Kohn-Sham gap: 1.398 eV
Net charge: +1

```
79
C20H17AlBrCaClF11MgN4NaO18PS2, DFT ωB97M-V/def2-TZVPD
N -2.086 1.608 0.325
P -1.224 0.991 -0.797
O -2.187 0.413 -1.921
O -0.301 2.050 -1.586
C -0.066 -0.428 -0.297
N -0.677 -1.677 -0.659
O 1.006 -0.311 -1.232
C 1.997 -1.077 -0.652
O 2.678 -1.816 -1.215
O 1.956 -0.771 0.677
C 0.637 -0.411 1.095
C 0.830 1.052 1.535
C 1.732 1.848 0.857
C 1.858 3.124 1.351
C 1.151 3.640 2.412
N 0.282 2.880 3.071
C 0.165 1.632 2.622
C 0.089 -1.249 2.224
F -1.175 -0.852 2.515
F 0.860 -0.934 3.283
C -0.004 -2.791 2.182
F 0.917 -3.438 1.495
F -1.256 -3.203 1.780
H -1.905 1.171 1.221
H -3.032 0.270 -1.471
H -0.491 1.932 -2.528
H -0.651 -1.831 -1.659
H -1.614 -1.794 -0.296
H 2.304 1.485 0.019
H 2.571 3.770 0.869
H 1.301 4.661 2.732
H -0.537 1.022 3.173
H 0.107 -3.102 3.246
Na -1.674 -3.240 4.195
Br 0.790 -2.380 5.845
Al 1.922 1.556 4.642
C 2.018 -6.250 -5.102
C 3.333 -6.221 -4.710
C 3.681 -5.229 -3.638
O 4.844 -5.175 -3.167
C 2.698 -4.337 -3.173
C 1.321 -4.319 -3.558
C 0.936 -5.406 -4.577
O -0.197 -5.575 -4.952
O 0.478 -3.540 -3.150
O 4.294 -6.956 -5.168
H 1.702 -6.952 -5.865
H 3.058 -3.614 -2.456
O 7.443 -2.935 -2.652
Cl 7.251 -3.007 -4.056
O 7.606 -4.397 -4.507
O 8.095 -2.105 -4.753
O 5.867 -2.812 -4.415
Ca 3.433 4.619 -0.278
C -6.280 3.109 3.870
F -6.983 3.312 2.761
F -6.069 4.291 4.453
F -7.018 2.375 4.704
S -4.694 2.273 3.477
O -3.991 3.180 2.618
O -5.064 1.016 2.890
N -4.138 2.186 4.970
S -2.744 1.498 5.129
O -1.610 2.222 4.590
O -2.713 0.083 4.885
C -2.579 1.674 6.947
F -3.570 1.055 7.581
F -2.604 2.956 7.310
F -1.424 1.147 7.362
C -2.426 4.524 -3.661
C -1.108 5.080 -4.456
O -0.415 5.466 -3.473
H -2.894 5.334 -3.118
H -3.146 4.173 -4.500
H -2.195 3.705 -2.978
H -1.488 5.811 -5.192
H -0.748 4.243 -5.086
F -4.516 5.089 -4.555
Mg 5.978 -5.746 -4.908
```

How is the electron density shared among the atoms? According to Löwdin, the charges in e are: atom 1 (N): -0.07, atom 2 (P): 0.55, atom 3 (O): -0.12, atom 4 (O): -0.14, atom 5 (C): -0.42, atom 6 (N): 0.15, atom 7 (O): 0.06, atom 8 (C): -0.51, atom 9 (O): 0.27, atom 10 (O): 0.12, atom 11 (C): -0.19, atom 12 (C): -0.10, atom 13 (C): 0.02, atom 14 (C): -0.16, atom 15 (C): -0.14, atom 16 (N): 0.05, atom 17 (C): -0.24, atom 18 (C): -0.38, atom 19 (F): 0.13, atom 20 (F): -0.03, atom 21 (C): -0.31, atom 22 (F): 0.16, atom 23 (F): 0.07, atom 24 (H): -0.01, atom 25 (H): 0.10, atom 26 (H): 0.08, atom 27 (H): 0.10, atom 28 (H): 0.11, atom 29 (H): 0.13, atom 30 (H): -0.15, atom 31 (H): 0.13, atom 32 (H): 0.09, atom 33 (H): 0.07, atom 34 (Na): 0.56, atom 35 (Br): -0.28, atom 36 (Al): 1.08, atom 37 (C): 0.11, atom 38 (C): -0.36, atom 39 (C): -0.35, atom 40 (O): -0.02, atom 41 (C): 0.13, atom 42 (C): -0.32, atom 43 (C): -0.32, atom 44 (O): 0.13, atom 45 (O): 0.10, atom 46 (O): -0.09, atom 47 (H): 0.14, atom 48 (H): 0.11, atom 49 (O): -0.29, atom 50 (Cl): 0.68, atom 51 (O): -0.44, atom 52 (O): -0.29, atom 53 (O): -0.35, atom 54 (Ca): 1.36, atom 55 (C): -0.69, atom 56 (F): 0.15, atom 57 (F): 0.14, atom 58 (F): 0.14, atom 59 (S): 0.58, atom 60 (O): -0.30, atom 61 (O): -0.29, atom 62 (N): -0.28, atom 63 (S): 0.58, atom 64 (O): -0.34, atom 65 (O): -0.31, atom 66 (C): -0.69, atom 67 (F): 0.15, atom 68 (F): 0.14, atom 69 (F): 0.13, atom 70 (C): 0.08, atom 71 (C): -0.37, atom 72 (O): 0.05, atom 73 (H): 0.09, atom 74 (H): 0.14, atom 75 (H): 0.08, atom 76 (H): 0.14, atom 77 (H): 0.13, atom 78 (F): -0.35, atom 79 (Mg): 1.20

***

[4]
C9H11NO2 in the gas phase. Source: the Open Molecules 2025 dataset; level of theory: ωB97M-V/def2-TZVPD.

Calculated values
E: -554.7373 Eh
Structure (SMILES): NC[C@@H]1Cc2c1ccc(O)c2O
Energy relative to the best compared isomer or geometry (same formula, charge and spin): 46.44 kcal per mole
Spin multiplicity: 1
Kohn-Sham gap: 8.416 eV

```
23
C9H11NO2, DFT ωB97M-V/def2-TZVPD
C -2.239 1.315 0.778
C -1.063 1.437 -0.226
C -1.014 0.411 -1.398
C 0.252 -0.203 -0.797
C 0.270 0.753 0.233
C 1.279 0.739 1.224
C 2.214 -0.277 1.073
C 2.247 -1.193 0.031
C 1.203 -1.164 -0.935
H -2.666 -0.668 0.671
H -1.791 -0.284 2.015
H -3.180 1.650 0.292
H -2.037 1.995 1.623
H -0.921 2.488 -0.571
H -1.836 -0.278 -1.421
H -0.868 0.883 -2.370
H 1.244 1.295 2.163
H 2.979 -0.431 1.827
H 3.027 -2.628 -0.883
H 0.798 -1.783 -2.674
N -2.528 0.031 1.367
O 3.264 -2.059 -0.088
O 1.365 -2.028 -1.933
```

How is the electron density shared among the atoms? According to Löwdin, the charges in e are: atom 1 (C): -0.26, atom 2 (C): -0.20, atom 3 (C): -0.07, atom 4 (C): -0.11, atom 5 (C): -0.14, atom 6 (C): -0.02, atom 7 (C): -0.03, atom 8 (C): -0.27, atom 9 (C): -0.24, atom 10 (H): 0.05, atom 11 (H): 0.08, atom 12 (H): 0.11, atom 13 (H): 0.11, atom 14 (H): 0.14, atom 15 (H): 0.10, atom 16 (H): 0.11, atom 17 (H): 0.11, atom 18 (H): 0.12, atom 19 (H): 0.14, atom 20 (H): 0.13, atom 21 (N): 0.00, atom 22 (O): 0.07, atom 23 (O): 0.08

***

[5]
A molecular structure, C29H44BrN5OPSiSr. Source: the Open Molecules 2025 dataset; level of theory: ωB97M-V/def2-TZVPD.

Calculated values
E: -4716.0628 Eh
Energy relative to the best compared isomer or geometry (same formula, charge and spin): 24.61 kcal per mole
Spin multiplicity: 1
Kohn-Sham gap: 9.182 eV
Net charge: +1

```
83
C29H44BrN5OPSiSr, DFT ωB97M-V/def2-TZVPD
Sr -0.098 -0.516 -1.294
C 4.352 -4.726 -0.966
C 2.882 -4.427 -0.928
C 1.926 -5.410 -1.178
C 0.580 -5.100 -1.135
C 0.253 -3.790 -0.836
Br -1.592 -3.290 -0.773
N 1.118 -2.830 -0.594
C 2.416 -3.156 -0.645
H 4.632 -5.171 -1.921
H 4.624 -5.432 -0.180
H 4.943 -3.822 -0.828
H 2.236 -6.421 -1.411
H -0.184 -5.836 -1.330
H 3.117 -2.350 -0.457
N -4.250 3.374 -0.345
C -3.752 4.299 0.539
C -2.400 4.120 0.535
N -2.058 3.098 -0.313
C -3.187 2.673 -0.821
C -3.249 1.580 -1.786
N -2.570 0.459 -1.656
C -2.742 -0.231 -2.833
C -3.568 0.457 -3.669
N -3.888 1.608 -2.980
H -5.222 3.196 -0.529
H -4.390 4.980 1.073
H -1.660 4.663 1.096
H -2.249 -1.177 -2.997
H -3.934 0.246 -4.657
H -4.413 2.386 -3.344
C 1.934 -1.679 2.786
C 0.611 -0.979 3.117
C 0.620 -0.504 4.571
C -0.520 -2.003 2.951
P 0.252 0.355 1.841
C -1.202 1.203 2.555
C -1.166 2.125 3.600
C -2.336 2.669 4.109
C -3.566 2.282 3.596
C -3.620 1.361 2.561
C -2.446 0.837 2.039
C 1.659 1.602 1.740
C 1.082 2.908 1.176
C 2.630 1.039 0.686
C 2.451 1.925 3.009
H 2.038 -2.557 3.428
H 2.800 -1.045 2.962
H 1.951 -2.024 1.751
H 0.823 -1.364 5.215
H -0.345 -0.094 4.868
H 1.390 0.240 4.768
H -0.376 -2.811 3.673
H -0.520 -2.438 1.950
H -1.501 -1.560 3.139
H -0.221 2.423 4.035
H -2.286 3.384 4.920
H -4.478 2.694 4.009
H -4.574 1.048 2.155
H -2.497 0.136 1.213
H 0.408 2.740 0.333
H 1.905 3.546 0.843
H 0.522 3.453 1.937
H 2.179 1.065 -0.312
H 2.958 0.021 0.907
H 3.519 1.673 0.626
H 1.821 2.328 3.800
H 3.195 2.689 2.768
H 2.986 1.064 3.404
C 0.871 1.196 -3.470
Si 0.889 -0.562 -4.326
C 2.607 -0.726 -5.045
C -0.347 -0.489 -5.726
O 0.513 -1.659 -3.205
H 0.866 1.905 -4.306
H 1.780 1.459 -2.907
H -0.026 1.502 -2.913
H 2.861 0.085 -5.730
H 2.682 -1.666 -5.597
H 3.368 -0.753 -4.260
H -0.290 -1.434 -6.273
H -0.152 0.318 -6.435
H -1.372 -0.380 -5.371
```

How is the electron density shared among the atoms? According to Löwdin, the charges in e are: atom 1 (Sr): 1.21, atom 2 (C): -0.03, atom 3 (C): -0.23, atom 4 (C): 0.01, atom 5 (C): -0.07, atom 6 (C): -0.72, atom 7 (Br): 0.81, atom 8 (N): -0.06, atom 9 (C): -0.09, atom 10 (H): 0.09, atom 11 (H): 0.09, atom 12 (H): 0.08, atom 13 (H): 0.13, atom 14 (H): 0.11, atom 15 (H): 0.12, atom 16 (N): 0.12, atom 17 (C): -0.08, atom 18 (C): -0.13, atom 19 (N): 0.13, atom 20 (C): -0.30, atom 21 (C): -0.27, atom 22 (N): 0.01, atom 23 (C): -0.18, atom 24 (C): -0.05, atom 25 (N): 0.13, atom 26 (H): 0.16, atom 27 (H): 0.12, atom 28 (H): 0.10, atom 29 (H): 0.07, atom 30 (H): 0.12, atom 31 (H): 0.17, atom 32 (C): -0.09, atom 33 (C): -0.69, atom 34 (C): -0.08, atom 35 (C): -0.10, atom 36 (P): 1.10, atom 37 (C): -0.37, atom 38 (C): -0.10, atom 39 (C): -0.07, atom 40 (C): -0.08, atom 41 (C): -0.08, atom 42 (C): -0.12, atom 43 (C): -0.69, atom 44 (C): -0.10, atom 45 (C): -0.11, atom 46 (C): -0.08, atom 47 (H): 0.09, atom 48 (H): 0.07, atom 49 (H): 0.04, atom 50 (H): 0.09, atom 51 (H): 0.08, atom 52 (H): 0.07, atom 53 (H): 0.09, atom 54 (H): 0.04, atom 55 (H): 0.08, atom 56 (H): 0.09, atom 57 (H): 0.11, atom 58 (H): 0.11, atom 59 (H): 0.11, atom 60 (H): 0.08, atom 61 (H): 0.05, atom 62 (H): 0.10, atom 63 (H): 0.07, atom 64 (H): 0.05, atom 65 (H): 0.06, atom 66 (H): 0.10, atom 67 (H): 0.07, atom 68 (H): 0.09, atom 69 (H): 0.07, atom 70 (C): -0.21, atom 71 (Si): 0.20, atom 72 (C): -0.17, atom 73 (C): -0.16, atom 74 (O): -0.60, atom 75 (H): 0.04, atom 76 (H): 0.03, atom 77 (H): -0.01, atom 78 (H): 0.03, atom 79 (H): 0.03, atom 80 (H): 0.03, atom 81 (H): 0.04, atom 82 (H): 0.04, atom 83 (H): 0.00

***

[6]
2 unconnected molecules or ions with the total composition C5H10NO3. Source: the Open Molecules 2025 dataset; level of theory: ωB97M-V/def2-TZVPD.

Calculated values
E: -477.0773 Eh
Energy relative to the best compared isomer or geometry (same formula, charge and spin): 15.46 kcal per mole
Spin multiplicity: 1
Kohn-Sham gap: 8.021 eV
Net charge: -1

```
19
C5H10NO3, DFT ωB97M-V/def2-TZVPD
C 1.404 -1.133 1.497
C 2.234 0.067 1.060
O 3.423 0.072 1.337
N 1.588 1.057 0.400
H 1.845 -1.606 2.376
H 1.698 -1.962 0.847
H 2.224 1.836 0.285
H 0.587 1.213 0.494
H 0.312 -1.114 1.567
C -1.461 -0.496 -0.930
C -1.408 0.482 -2.067
C -1.854 0.401 0.388
O -2.452 -0.265 1.282
O -1.341 1.521 0.499
H -2.150 -1.294 -1.187
H -0.572 -1.003 -0.557
H -0.688 0.160 -2.872
H -1.024 1.476 -1.853
H -2.365 0.587 -2.567
```

How is the electron density shared among the atoms? According to Löwdin, the charges in e are: atom 1 (C): -0.02, atom 2 (C): -0.60, atom 3 (O): -0.01, atom 4 (N): 0.18, atom 5 (H): 0.07, atom 6 (H): 0.08, atom 7 (H): 0.10, atom 8 (H): 0.06, atom 9 (H): 0.07, atom 10 (C): -0.18, atom 11 (C): -0.16, atom 12 (C): -0.72, atom 13 (O): -0.11, atom 14 (O): -0.09, atom 15 (H): 0.08, atom 16 (H): 0.07, atom 17 (H): 0.07, atom 18 (H): 0.05, atom 19 (H): 0.06

***

[7]
A molecular structure, C3H3CrLi2O3. Source: the Open Molecules 2025 dataset; level of theory: ωB97M-V/def2-TZVPD.

Calculated values
E: -1400.9570 Eh
Energy relative to the best compared isomer or geometry (same formula, charge and spin): 62.52 kcal per mole
⟨S²⟩: 6.481
Spin multiplicity: 5
Kohn-Sham gap (alpha / beta): 6.621 / 6.505 eV
Net charge: +1

```
12
C3H3CrLi2O3, DFT ωB97M-V/def2-TZVPD
O 0.221 -2.111 -0.597
Li -1.503 -2.721 -0.286
C 0.297 -0.872 -0.447
O 1.560 -0.465 -0.211
C 1.737 0.999 -0.260
H 2.448 1.197 -1.077
H 2.239 1.266 0.683
Cr -0.328 1.308 -0.489
C -2.482 0.518 0.549
O -2.229 0.623 -0.705
Li -0.040 0.294 1.507
H -1.920 -0.037 1.333
```

How is the electron density shared among the atoms? According to Löwdin, the charges in e are: atom 1 (O): -0.12, atom 2 (Li): 0.84, atom 3 (C): -0.48, atom 4 (O): -0.17, atom 5 (C): -0.23, atom 6 (H): 0.07, atom 7 (H): 0.05, atom 8 (Cr): 0.88, atom 9 (C): -0.16, atom 10 (O): -0.29, atom 11 (Li): 0.69, atom 12 (H): -0.07